The following is a DFT calculation (ωB97M-V/def2-TZVPD) of an isolated molecule of C19H31N3O4S2.

Positions of all 59 atoms, in Å:
C -4.461 3.160 -1.743
C -3.547 1.983 -2.073
C -4.367 0.714 -2.297
C -2.705 2.332 -3.311
N -1.781 1.312 -3.740
S -0.298 1.202 -3.026
O 0.423 0.197 -3.748
O 0.238 2.523 -2.916
C -0.580 0.569 -1.366
C -0.950 -0.753 -1.210
C -1.158 -1.249 0.069
C -0.981 -0.409 1.154
S -1.099 -1.087 2.819
O -1.526 -0.040 3.697
O -1.856 -2.299 2.742
N 0.447 -1.495 3.233
C 1.353 -0.434 3.610
C 2.342 -0.097 2.496
N 3.121 -1.267 2.106
C 3.606 -1.281 0.737
C 2.537 -1.379 -0.382
C 3.074 -0.513 -1.518
C 3.710 0.656 -0.774
C 4.437 -0.024 0.389
C 2.564 -2.518 2.581
C 1.035 -2.595 2.490
C -0.623 0.919 0.994
C -0.423 1.415 -0.284
H -5.031 2.955 -0.840
H -3.880 4.064 -1.584
H -5.160 3.339 -2.557
H -2.873 1.816 -1.226
H -3.724 -0.154 -2.430
H -5.005 0.525 -1.437
H -5.000 0.820 -3.176
H -2.086 3.208 -3.109
H -3.370 2.561 -4.150
H -2.181 0.419 -3.974
H -1.041 -1.382 -2.082
H -1.464 -2.268 0.245
H 1.898 -0.739 4.510
H 0.738 0.428 3.864
H 1.791 0.322 1.642
H 3.025 0.678 2.866
H 4.260 -2.158 0.679
H 2.360 -2.410 -0.687
H 1.592 -0.962 -0.032
H 2.298 -0.205 -2.217
H 3.840 -1.059 -2.070
H 2.931 1.326 -0.405
H 4.385 1.235 -1.401
H 5.432 -0.329 0.067
H 4.555 0.628 1.250
H 2.996 -3.339 2.009
H 2.856 -2.651 3.629
H 0.669 -3.533 2.917
H 0.722 -2.554 1.441
H -0.522 1.543 1.868
H -0.135 2.439 -0.466

Results
2S+1 ... 1
Structure (SMILES) ... CC(C)CNS(=O)(=O)c1ccc(S(=O)(=O)N2CCN(C3CCCC3)CC2)cc1
LUMO level ... -0.10 eV

Atom charges from the Löwdin analysis, given in e for atoms 1 to 5: -0.07, -0.42, -0.07, -0.22, -0.12